(1)
# C38H36CsF3N6OSSb

A structure of composition C38H36CsF3N6OSSb (ωB97M-V with the def2-TZVPD basis set, OMol25).

The value obtained for the HOMO energy is -4.606 eV. The charge is -1. The calculation puts the orbital gap at 6.641 eV. Its LUMO energy is 2.035 eV. For the energy above the lowest of the compared OMol25 structures with the same formula, charge and spin, the calculation gives 28.6 kJ/mol.

Last column: Löwdin charge in e.
CARTESIAN COORDINATES (ANGSTROEM)
C1 -3.944 -2.195 3.037  -0.0628
C2 -3.082 -0.342 -0.129  -0.6793
C3 -2.502 0.517 -2.190  -0.2003
N1 -2.272 -0.480 -1.150  -0.0830
H1 2.498 0.357 5.249  0.0817
C4 3.314 -1.864 -3.046  -0.1414
H2 3.995 -5.771 0.713  0.1159
H3 2.239 4.864 -0.335  0.0997
C5 2.338 -0.460 4.560  -0.1331
C6 -2.689 -3.342 -4.420  -0.0090
H4 3.182 -4.571 -5.801  0.1127
C7 -2.777 -4.714 -4.396  -0.2931
C8 0.869 0.885 -3.664  -0.1407
H5 -0.329 -5.481 -2.231  0.0874
C9 4.295 -2.990 -4.902  -0.2955
H6 3.358 -1.083 -2.290  0.0608
C10 3.735 1.878 -1.350  -0.2697
H7 3.557 2.070 -2.413  0.0944
C11 2.564 -4.520 -0.332  -0.1112
H8 3.610 2.957 0.502  0.0834
C12 -3.979 -1.324 1.960  -0.0110
H9 3.009 0.573 0.050  0.0383
C13 2.053 -0.152 3.201  -0.8875
C14 -0.102 3.048 -3.676  -0.0866
C15 -1.732 -2.724 -3.620  -0.1041
H10 1.929 1.040 -1.054  -0.0068
H11 4.780 1.575 -1.261  0.1023
N2 -0.208 0.341 -3.085  0.0916
H12 -1.646 -1.650 -3.630  0.0603
C16 1.909 -2.435 2.750  -0.1659
H13 0.205 3.620 -0.432  0.0699
S1 2.008 1.505 2.706  0.3900
C17 2.203 -2.802 4.047  -0.0972
C18 2.149 -3.666 -4.124  -0.0986
H14 1.863 2.608 -4.461  0.1006
C19 -1.245 1.133 -2.781  -0.2638
H15 -4.741 -0.568 1.844  0.1094
F1 -3.714 -5.324 -5.166  0.0355
C20 2.953 -5.535 0.541  -0.0182
Sb1 0.623 -2.435 -1.641  1.4864
Cs1 -0.276 0.091 0.840  1.0675
C21 4.379 -2.013 -3.938  -0.0169
C22 2.417 -1.774 4.969  -0.1012
H16 3.334 -3.956 -0.846  0.0975
H17 -2.819 -3.797 3.959  0.0986
H18 -2.059 3.116 -2.786  0.1118
H19 -3.362 -2.770 -5.046  0.1157
H20 1.210 2.751 0.532  -0.0430
N3 2.893 0.744 -0.947  0.0061
C23 -2.905 -3.111 3.127  -0.0691
N4 1.058 3.074 -0.422  -0.0117
C24 1.215 -4.212 -0.538  -0.3869
H21 -3.049 0.049 -3.023  0.1172
H22 1.724 -3.194 1.996  0.0793
H23 -4.710 -2.154 3.803  0.1018
H24 -0.065 4.108 -3.897  0.1046
H25 2.259 -3.847 4.326  0.0898
H26 -0.789 -4.759 0.005  0.0915
C25 1.975 -6.248 1.197  -0.2958
H27 -3.146 1.324 -1.841  0.0970
H28 4.346 3.867 -0.819  0.1044
C26 -1.961 -3.116 2.116  -0.1472
C27 -1.947 -5.494 -3.621  -0.0182
F2 5.325 -3.140 -5.773  0.0343
H29 5.257 -1.380 -3.888  0.1139
H30 1.285 -4.313 -4.218  0.0893
H31 -1.122 -3.800 2.162  0.0869
C28 3.533 3.176 -0.569  -0.2034
F3 2.343 -7.242 2.042  0.0386
N5 1.835 -1.157 2.323  -0.1248
H32 -0.101 -6.585 1.552  0.1174
H33 -2.051 -6.572 -3.638  0.1128
C29 -0.986 -4.864 -2.834  -0.1287
C30 -2.987 -1.393 0.986  -0.2922
H34 2.646 -2.006 6.004  0.0958
H35 2.124 4.091 -1.909  0.0922
C31 0.968 2.224 -3.987  -0.0855
H36 1.689 0.206 -3.873  0.0953
C32 -1.210 2.500 -3.060  -0.0336
C33 3.202 -3.821 -5.020  -0.0189
C34 2.187 -2.693 -3.122  -0.3727
C35 -0.862 -3.472 -2.811  -0.3562
N6 -2.001 -2.295 1.056  0.0205
C36 2.212 3.891 -0.837  -0.2755
O1 -3.931 0.564 0.100  -0.0796
C37 0.265 -4.968 0.152  -0.1624
C38 0.634 -5.994 1.019  -0.0181



(2)
# C8H14BF6NNbO7PdS

A structure of composition C8H14BF6NNbO7PdS in a non-equilibrium geometry (ωB97M-V with the def2-TZVPD basis set, OMol25).

The value obtained for the HOMO energy is -12.969 eV. The charge is +1. The calculation puts the orbital gap at 4.443 eV. Its LUMO energy is -8.526 eV.

Last column: Löwdin charge in e.
CARTESIAN COORDINATES (ANGSTROEM)
C1 -3.236 1.005 -0.422  -0.2813
F1 -0.895 0.923 2.119  0.0593
C2 -0.027 1.895 -0.624  -0.3289
H1 2.416 2.260 0.850  -0.0178
F2 0.133 3.586 1.123  0.0048
C3 -0.868 2.813 0.423  -0.2786
O1 -0.499 1.767 -1.802  0.0062
H2 5.297 0.794 -1.015  0.1081
C4 -0.236 -2.173 0.193  -0.2474
S1 -1.324 -3.671 0.269  0.7502
H3 2.772 1.717 -1.609  -0.0244
C5 0.035 -1.622 -1.289  -0.2682
H4 0.773 -2.328 0.730  0.1054
O2 5.114 -0.134 -0.713  0.0301
H5 -0.757 -0.888 -1.659  0.0926
F3 -1.884 2.908 2.627  0.0880
H6 4.158 -1.815 1.473  0.1119
Nb1 1.945 0.838 -0.206  1.3827
C6 -1.648 1.984 1.548  -0.2076
O3 -3.495 1.880 -1.502  0.0649
O4 -0.780 -4.596 1.339  -0.3347
H7 1.298 -0.094 1.212  -0.0024
H8 -0.014 -2.540 -1.997  0.1340
H9 2.272 -1.775 -1.255  0.0711
H10 -4.459 1.990 -1.671  0.1512
H11 1.658 -0.726 -2.630  0.0987
B1 4.017 -0.124 0.243  -0.5442
F4 -4.169 2.276 1.534  0.0877
N1 4.259 -0.785 1.548  0.1416
C7 1.486 -0.963 -1.515  -0.3007
O5 -2.894 -3.272 0.771  -0.1897
O6 -1.460 -4.407 -1.033  -0.3350
H12 -3.489 -3.791 0.180  0.0991
O7 -3.149 -0.224 -0.697  0.1220
F5 -1.689 3.785 -0.227  0.0906
H13 5.263 -0.644 1.782  0.1146
F6 -3.282 0.214 1.873  0.0737
C8 -3.092 1.424 1.119  -0.1824
Pd1 1.225 3.869 -1.902  0.4660
H14 -0.776 -1.355 0.810  0.0889



(3)
# C24H18N4O7P3S3V

A structure of composition C24H18N4O7P3S3V in a non-equilibrium geometry (ωB97M-V with the def2-TZVPD basis set, OMol25).

The value obtained for the HOMO energy (spin up / spin down) is -11.050 / -11.055 eV. The charge is +1. As for the expectation value of S²: 0.770. The calculation puts the orbital gap (spin up / spin down) at 6.009 / 6.543 eV. Its LUMO energy (spin up / spin down) is -5.041 / -4.512 eV. The spin multiplicity is 2. For the energy above the lowest of the compared OMol25 structures with the same formula, charge and spin, the calculation gives 17.2 kJ/mol.

Last column: Mulliken spin population.
CARTESIAN COORDINATES (ANGSTROEM)
V1 -0.484 -0.800 -1.606  1.1310
H1 -1.644 -4.508 -4.096  -0.0002
H2 -2.536 3.301 2.915  0.0000
C1 3.161 1.202 -2.702  -0.0019
C2 0.642 -0.654 4.326  0.0012
H3 -0.942 1.772 1.841  0.0014
H4 1.700 -0.249 6.138  0.0000
C3 3.897 -1.036 -2.297  0.0000
C4 -3.790 0.364 4.031  -0.0004
H5 3.453 -3.185 3.571  0.0000
H6 -2.427 3.763 -2.950  -0.0001
C5 1.855 0.750 -2.485  0.0080
H7 -0.147 0.049 4.549  -0.0001
O1 -2.076 -0.934 -0.871  -0.0240
C6 3.331 2.599 -3.034  0.0000
H8 -3.725 -2.704 0.260  -0.0002
C7 -1.585 1.852 -2.475  0.0051
C8 2.219 3.466 -3.156  -0.0004
H9 2.278 -2.418 -1.833  -0.0003
O2 -2.581 -2.993 -2.172  -0.0024
C9 -3.662 1.733 3.850  0.0002
H10 -0.186 4.816 -3.340  -0.0001
C10 4.202 0.275 -2.597  0.0036
C11 2.564 -1.404 -2.093  0.0012
C12 1.684 -0.823 5.223  -0.0002
C13 -0.280 3.777 -3.063  0.0065
O3 -3.960 -0.824 -2.563  -0.0030
C14 2.698 -1.726 4.947  0.0004
C15 2.669 -2.472 3.776  -0.0005
N1 1.578 -0.532 -2.185  -0.0279
H11 -3.006 -1.571 3.550  -0.0002
C16 0.870 2.992 -2.939  -0.0064
C17 0.615 -1.401 3.155  0.0028
S1 -1.469 -2.944 1.488  -0.0027
C18 1.633 -2.311 2.882  -0.0007
O4 -0.909 -1.583 -3.417  -0.0079
S2 0.377 -0.141 0.446  -0.0770
H12 -2.532 1.352 -2.293  -0.0009
S3 4.170 4.749 -3.605  -0.0005
H13 -4.359 2.409 4.325  0.0000
C19 -1.514 3.199 -2.844  -0.0004
C20 -1.868 -0.002 2.630  0.0033
N2 2.562 4.710 -3.476  -0.0005
H14 1.592 -2.907 1.978  0.0012
C21 0.718 1.649 -2.584  0.0185
O5 -4.213 -2.187 -0.409  -0.0007
H15 -4.588 -0.030 4.643  0.0000
C22 -2.900 -0.501 3.421  0.0003
C23 -2.638 2.235 3.059  -0.0004
C24 -1.741 1.371 2.453  -0.0026
P1 -1.081 -2.931 -2.717  0.0130
O6 -0.897 -4.216 -3.558  0.0006
P2 -0.698 -1.206 1.942  0.0085
N3 4.492 3.206 -3.264  -0.0001
H16 3.510 -1.856 5.647  0.0000
N4 -0.494 1.120 -2.331  -0.0351
H17 5.222 0.595 -2.753  0.0001
P3 -3.322 -1.666 -1.572  0.0015
O7 -0.109 -2.803 -1.556  -0.0105
H18 4.670 -1.785 -2.213  -0.0002



Which value of charge does entry 3 give? +1